A single C2H3PS3 molecule at a distorted geometry. Source: OMol25; level of theory: ωB97M-V with the def2-TZVPD basis set.

As for the HOMO energy: -8.1 eV. The total energy is -1613.864309 Ha. The strongest force on any atom is 0.057 hartree/bohr. As for the SMILES: [H]/P=C1/CSSS1. The frontier orbital gap is 7.55 eV. As for the total charge: 0. As for the energy above the lowest of the compared OMol25 structures with the same formula, charge and spin: 0.021 eV.

Geometry (Å):
C1 -0.114 0.292 0.432
C2 0.418 0.026 -0.973
P1 0.631 1.516 1.366
S1 -1.297 -0.804 1.113
S2 0.593 -1.794 -1.051
S3 -1.276 -2.173 -0.391
H1 -0.202 0.586 -1.750
H2 1.491 0.563 -1.092
H3 -0.244 1.790 2.345

Atom charges from the Löwdin analysis, given in e for atoms 1 to 5: -1.15, -0.66, 0.81, 0.44, 0.43



A single C3H5NO2 molecule at a distorted geometry. Source: OMol25; level of theory: ωB97M-V with the def2-TZVPD basis set.

As for the HOMO energy (spin up / spin down): -7.6 / -7.6 eV. The total energy is -322.388060 Ha. The strongest force on any atom is 0.022 hartree/bohr. The frontier orbital gap (spin up / spin down) is 7.44 / 7.44 eV. As for the total charge: 0. As for the energy above the lowest of the compared OMol25 structures with the same formula, charge and spin: 5.069 eV.

Geometry (Å):
O1 1.752 -0.134 -0.726
C1 0.802 -0.310 0.156
C2 0.175 0.827 0.815
N1 -1.110 0.494 0.222
C3 -0.960 -0.425 -1.322
O2 -2.015 -0.877 -1.598
H1 1.776 -0.885 -1.342
H2 0.563 -1.317 0.485
H3 0.185 0.739 1.905
H4 0.598 1.788 0.506
H5 -1.767 0.101 0.899

Atom charges from the Löwdin analysis, given in e for atoms 1 to 5: 0.09, -0.18, -0.24, -0.04, -0.20



A molecular structure, C4H6N3O3 at a distorted geometry. Source: OMol25; level of theory: ωB97M-V with the def2-TZVPD basis set.

As for the HOMO energy: -2.4 eV. The total energy is -545.891364 Ha. The strongest force on any atom is 0.144 hartree/bohr. The frontier orbital gap is 6.47 eV. As for the total charge: -1. As for the energy above the lowest of the compared OMol25 structures with the same formula, charge and spin: 3.735 eV.

Geometry (Å):
C1 -1.614 -0.909 1.248
C2 -0.483 -0.655 2.033
C3 -1.245 -0.648 -0.099
C4 0.543 -0.218 1.207
N1 0.047 -0.243 -0.071
N2 1.492 1.236 -0.993
N3 0.720 0.000 -1.226
O1 0.034 0.300 -2.254
O2 -1.808 -0.910 -1.242
O3 1.855 0.276 1.380
H1 -2.621 -1.108 1.530
H2 -0.590 -0.529 3.081
H3 2.083 1.407 -1.809
H4 0.637 1.844 -1.212
H5 -1.050 -0.339 -1.982
H6 2.000 0.494 0.412

Atom charges from the Löwdin analysis, given in e for atoms 1 to 5: -0.08, -0.10, -0.42, -0.30, 0.00



2 unconnected molecules or ions with the total composition C4H7N2O2 at a distorted geometry. Source: OMol25; level of theory: ωB97M-V with the def2-TZVPD basis set.

As for the HOMO energy: -14.2 eV. The total energy is -416.261159 Ha. The strongest force on any atom is 0.095 hartree/bohr. The frontier orbital gap is 9.54 eV. As for the total charge: +1. As for the energy above the lowest of the compared OMol25 structures with the same formula, charge and spin: 2.682 eV.

Geometry (Å):
C1 2.314 -0.217 -0.637
C2 -0.800 -0.210 -0.390
C3 0.016 0.567 0.357
C4 -2.017 -0.863 0.265
N1 2.259 -0.565 0.491
N2 0.139 1.752 0.795
O1 2.177 0.072 -1.755
O2 -0.489 -0.811 -1.568
H1 -2.069 -1.884 -0.146
H2 -2.826 -0.204 -0.229
H3 -2.201 -0.927 1.355
H4 2.751 -0.962 1.293
H5 -0.295 2.537 0.440
H6 0.320 -0.306 -1.985
H7 0.721 2.020 1.713

Atom charges from the Löwdin analysis, given in e for atoms 1 to 5: -0.41, -0.30, -0.01, 0.03, 0.23



> Which formula does entry 2 have?

C3H5NO2



Please write out number 3 again, unchanged.
A molecular structure, C4H6N3O3 at a distorted geometry. Source: OMol25; level of theory: ωB97M-V with the def2-TZVPD basis set.

As for the HOMO energy: -2.4 eV. The total energy is -545.891364 Ha. The strongest force on any atom is 0.144 hartree/bohr. The frontier orbital gap is 6.47 eV. As for the total charge: -1. As for the energy above the lowest of the compared OMol25 structures with the same formula, charge and spin: 3.735 eV.

Geometry (Å):
C1 -1.614 -0.909 1.248
C2 -0.483 -0.655 2.033
C3 -1.245 -0.648 -0.099
C4 0.543 -0.218 1.207
N1 0.047 -0.243 -0.071
N2 1.492 1.236 -0.993
N3 0.720 0.000 -1.226
O1 0.034 0.300 -2.254
O2 -1.808 -0.910 -1.242
O3 1.855 0.276 1.380
H1 -2.621 -1.108 1.530
H2 -0.590 -0.529 3.081
H3 2.083 1.407 -1.809
H4 0.637 1.844 -1.212
H5 -1.050 -0.339 -1.982
H6 2.000 0.494 0.412

Atom charges from the Löwdin analysis, given in e for atoms 1 to 5: -0.08, -0.10, -0.42, -0.30, 0.00



> Among the records above, which one has the highest total charge?

C4H7N2O2



Repeat the second record exactly.
A single C3H5NO2 molecule at a distorted geometry. Source: OMol25; level of theory: ωB97M-V with the def2-TZVPD basis set.

As for the HOMO energy (spin up / spin down): -7.6 / -7.6 eV. The total energy is -322.388060 Ha. The strongest force on any atom is 0.022 hartree/bohr. The frontier orbital gap (spin up / spin down) is 7.44 / 7.44 eV. As for the total charge: 0. As for the energy above the lowest of the compared OMol25 structures with the same formula, charge and spin: 5.069 eV.

Geometry (Å):
O1 1.752 -0.134 -0.726
C1 0.802 -0.310 0.156
C2 0.175 0.827 0.815
N1 -1.110 0.494 0.222
C3 -0.960 -0.425 -1.322
O2 -2.015 -0.877 -1.598
H1 1.776 -0.885 -1.342
H2 0.563 -1.317 0.485
H3 0.185 0.739 1.905
H4 0.598 1.788 0.506
H5 -1.767 0.101 0.899

Atom charges from the Löwdin analysis, given in e for atoms 1 to 5: 0.09, -0.18, -0.24, -0.04, -0.20